DFT (wB97M-V/def2-TZVPD) results for an isolated molecule of C2H3NO3.

Geometry (Å):
O  -2.1223  1.0263  0.0508
N  -1.3799  0.1082  -0.0960
O  -1.5256  -0.9702  -0.6207
C  0.0427  0.3923  0.4621
C  1.1311  -0.3213  -0.3013
O  0.6102  -0.7751  0.9193
H  0.3101  1.3770  0.9716
H  0.8723  -1.0654  -1.0187
H  2.0615  0.2282  -0.3671

Output
HOMO in eV: -11.15
Charge: 0
Relative energy (zero: lowest compared OMol25 entry of this formula, charge and spin) in kJ/mol: 548.2
LUMO in eV: 0.32

DFT (wB97M-V/def2-TZVPD) results for an isolated molecule of C4H5NOS.

Geometry (Å):
C  -0.7150  2.1913  0.0165
C  -0.7819  0.6885  -0.0630
C  -1.8254  -0.1907  0.0530
O  -1.4217  -1.4541  0.0133
N  0.0019  -1.5168  -0.0469
C  0.3228  -0.2564  -0.0862
S  2.0117  0.0849  0.0180
H  -1.7282  2.5654  -0.1489
H  -0.3813  2.6193  0.9808
H  -0.0966  2.4071  -0.9157
H  -2.9522  -0.0892  0.1952
H  2.3284  -1.2063  0.3007

Output
HOMO in eV: -9.15
Charge: 0
Relative energy (zero: lowest compared OMol25 entry of this formula, charge and spin) in kJ/mol: 193.5
LUMO in eV: 0.76

DFT (wB97M-V/def2-TZVPD) results for the ion C8H23P2 with charge -1.

Geometry (Å):
C  -1.5349  0.9067  -3.6959
C  -0.2055  1.2786  -2.9472
C  -0.6170  1.8503  -1.5400
C  0.4662  1.5552  -0.4386
C  0.9149  2.8493  0.3218
P  -0.0318  0.0799  0.6911
P  -0.7776  -1.6844  1.8126
C  -0.7632  -1.2343  3.6589
C  0.3959  -3.1629  1.7274
C  1.5450  -3.0498  0.6780
H  -2.1951  1.7922  -3.5953
H  -1.3806  0.6963  -4.7674
H  -2.0596  0.0733  -3.2006
H  0.2509  2.1018  -3.5252
H  0.4390  0.3914  -2.8695
H  -0.7512  2.9417  -1.6608
H  -1.5949  1.3971  -1.2955
H  1.3559  1.2093  -1.0136
H  0.6735  2.8510  1.3967
H  0.3962  3.7335  -0.1128
H  1.9892  3.0392  0.1347
H  -0.1769  -0.7318  -0.5392
H  -1.4323  0.5267  0.6181
H  0.0861  0.8679  1.9291
H  1.3751  -0.2731  0.8438
H  -1.2262  -2.1050  4.1677
H  -1.4258  -0.3738  3.8322
H  0.2660  -1.0769  4.0329
H  -0.2188  -4.0397  1.4361
H  0.7929  -3.4145  2.7355
H  1.9072  -4.0311  0.3224
H  2.3934  -2.4574  1.0591
H  1.1438  -2.5066  -0.1966

Output
HOMO in eV: -2.89
Charge: -1
Relative energy (zero: lowest compared OMol25 entry of this formula, charge and spin) in kJ/mol: 71.0
LUMO in eV: 3.74

DFT (wB97M-V/def2-TZVPD) results for a structure of composition C11H13N.

Geometry (Å):
C  1.1986  1.4512  0.2552
C  1.5722  0.0013  0.3403
C  0.5466  -0.7156  1.1070
C  -0.7552  -0.5957  0.4624
C  -0.8514  -1.0008  -0.7673
C  -2.1504  -0.8285  -1.3433
C  -3.3217  -0.4190  -0.6172
C  -3.0699  0.0563  0.6753
C  -1.7303  -0.0824  1.2040
C  2.5779  -0.5318  -0.3167
C  3.7012  -1.2234  -0.4261
H  0.6462  3.1601  -0.8146
H  -0.3283  1.7502  -1.3140
H  0.5690  1.7059  1.2104
H  2.0416  2.1252  0.6491
H  0.9791  -1.8046  0.9898
H  0.8996  -0.4010  2.1811
H  -0.0271  -1.4491  -1.3329
H  -2.3045  -0.7639  -2.4683
H  -4.3150  -0.2808  -1.2753
H  -3.9528  0.4521  1.2369
H  -1.4695  0.2749  2.2168
H  4.7616  -1.1087  -1.2868
H  4.1811  -1.9481  0.3660
N  0.6011  2.1759  -0.9318

Output
HOMO in eV: -7.96
Charge: 0
Relative energy (zero: lowest compared OMol25 entry of this formula, charge and spin) in kJ/mol: 680.1
LUMO in eV: 0.16

DFT (wB97M-V/def2-TZVPD) results for a structure of composition C8H13NO8P2SW.

Geometry (Å):
W  -0.1669  -0.1999  -0.0033
O  1.7415  0.3804  -0.1773
N  2.6448  -0.0373  0.7825
C  3.9542  0.3059  0.5507
C  4.9567  -0.1987  1.3125
C  4.6709  -1.1164  2.3613
C  3.3316  -1.4778  2.5462
C  2.3276  -0.9719  1.7636
S  0.6411  -1.4298  1.9674
H  4.0928  0.9977  -0.2656
H  5.9702  0.1167  1.1041
H  5.4543  -1.5300  2.9782
H  3.0462  -2.1743  3.3247
C  -3.4950  0.0705  -0.1381
C  -2.7918  0.2091  -1.4937
O  -3.7708  0.3554  -2.5445
P  -1.6855  1.6768  -1.4658
O  -2.3365  2.5777  -2.6146
O  -1.9238  2.6397  -0.2200
O  -0.2465  1.3647  -1.8029
P  -1.8415  -1.3666  -1.7948
O  -0.3773  -1.1216  -2.4734
O  -2.7363  -2.1548  -2.6779
O  -1.4265  -1.8731  -0.4101
H  -4.1225  0.9473  0.0325
H  -2.7491  -0.0093  0.6601
H  -4.1151  -0.8263  -0.1381
H  -3.7835  -0.5220  -2.9754
H  -3.0520  2.0632  -3.0300
H  -1.4337  2.1725  0.4980
H  -0.2961  -0.2575  -2.9117
C  -0.1410  0.2316  2.0644
H  0.6238  0.9339  2.4093
H  -0.9644  0.2243  2.7819

Output
HOMO (alpha / beta) in eV: -2.40 / -2.94
2S+1: 2
Charge: -1
Relative energy (zero: lowest compared OMol25 entry of this formula, charge and spin) in kJ/mol: 136.4
LUMO (alpha / beta) in eV: 2.99 / 2.98

DFT (wB97M-V/def2-TZVPD) results for a structure of composition C8H14DyOP.

Geometry (Å):
C  -0.3781  0.2393  -3.2945
C  -1.1823  1.2325  -2.6890
C  -0.3098  2.1738  -2.0854
C  1.0255  1.7821  -2.3450
C  0.9825  0.5755  -3.0950
Dy  0.0522  0.0086  -0.8383
P  -0.0693  -2.6737  -0.6545
H  -0.7466  -0.6319  -3.8437
H  -2.2727  1.2394  -2.6519
H  -0.6207  3.0186  -1.4720
H  1.8414  -0.0048  -3.4335
H  1.9259  2.2586  -1.9629
H  1.1347  -3.3671  -1.0380
H  -1.2251  -3.3364  -1.1873
H  -0.1564  -2.9148  0.7875
C  -1.1190  0.7119  3.1803
C  0.0076  0.0695  2.5042
C  1.0948  -0.6977  3.1325
O  0.0773  0.3127  1.2479
H  -1.0318  0.6502  4.2745
H  -2.0682  0.2799  2.8109
H  -1.1489  1.7572  2.8247
H  1.1086  -1.7502  2.7934
H  2.0650  -0.2841  2.8045
H  1.0135  -0.6493  4.2307

Output
HOMO (alpha / beta) in eV: -6.59 / -4.70
2S+1: 6
Charge: 0
LUMO (alpha / beta) in eV: 0.20 / -0.12

The calculation returns the following largest force on an atom values, one per record and in order: 3.11; 2.11; 1.74; 6.51; 1.40; 2.34 eV/A.
The calculation returns the following calculated total energy values, one per record and in order: -358.320895; -683.534231; -1001.184144; -481.456371; -2117.430937; -1614.750415 Ha.